Computed, not measured: the molecule C6H5N3O at a distorted geometry, with the ωB97M-V functional and the def2-TZVPD basis.

```
! wB97M-V def2-TZVPD RIJCOSX def2/J DEFGRID3
* xyz 0 1
O 2.2775 -1.5179 -0.0462
C 1.5762 -0.5803 -0.0933
N 2.0649 0.7444 -0.1689
N 1.0032 1.6744 0.1444
C -0.1768 0.9671 0.0826
C -1.6808 1.2835 -0.0084
C -2.5077 0.1752 -0.0960
C -2.0880 -1.1264 -0.0759
N -0.8040 -1.5216 0.1664
C -0.0036 -0.4583 0.0655
H 2.8692 0.8772 0.5736
H 1.0135 2.6762 -0.3489
H -2.2170 2.3437 0.0092
H -3.5708 0.1349 -0.1838
H -2.8805 -1.7345 0.0796
*
```

Values from the calculation:
HOMO-LUMO gap   8.68 eV
Energy relative to the best compared isomer or geometry (same formula, charge and spin)   56.0 kcal/mol
LUMO energy   0.1 eV
Energy   -471.057194 hartree
F_max   5.6 eV/A